Record 1
# C37H32CeF10N7O

C37H32CeF10N7O as an isolated structure (wB97M-V/def2-TZVPD, OMol25).

HOMO (spin up / spin down) = -0.2565 / -0.2567 hartree
Electronic energy = -91471.4821 eV
Net charge = 0
Gap between HOMO and LUMO (spin up / spin down) = 6.83 / 6.84 eV
Multiplicity = 2

Last column: Mulliken charge in e.
Element x y z (Å)
Ce1 -0.7705 -0.1335 -0.1545  0.236
C1 3.3501 -0.3689 0.7554  -1.648
N1 2.0892 0.0738 1.3322  1.546
C2 1.6991 -0.7908 2.4481  -0.877
C3 1.1764 -2.1497 1.9626  -1.585
N2 -0.1003 -2.0545 1.2645  -0.048
C4 -1.2070 -2.4668 1.8922  0.591
C5 -1.4657 -2.7379 3.2718  0.558
F1 -0.5256 -2.4797 4.2152  -0.374
C6 -2.6871 -3.1996 3.7264  -0.056
F2 -2.8725 -3.3749 5.0426  -0.327
C7 -3.7378 -3.4906 2.8574  0.828
F3 -4.9004 -3.9892 3.3102  -0.338
C8 -3.5420 -3.2621 1.5003  -0.476
F4 -4.5015 -3.5370 0.6043  -0.387
C9 -2.3349 -2.7600 1.0787  -0.254
F5 -2.1615 -2.5186 -0.2754  0.157
C10 2.2006 1.4888 1.7166  -1.550
C11 1.3211 2.3570 0.7970  -0.130
N3 -0.0285 1.8495 0.9439  0.498
C12 -1.0215 2.6277 1.3537  0.149
C13 -1.1910 4.0408 1.2514  0.027
F6 -0.2534 4.7935 0.6186  -0.430
C14 -2.3160 4.6881 1.7203  0.271
F7 -2.4156 6.0201 1.5630  -0.327
C15 -3.3478 3.9948 2.3476  0.701
F8 -4.4208 4.6547 2.8237  -0.336
C16 -3.2342 2.6122 2.4866  -0.412
F9 -4.1859 1.9116 3.1147  -0.378
C17 -2.1145 1.9832 2.0030  0.050
F10 -1.9663 0.6072 2.1739  -0.079
H1 3.2575 -1.3756 0.3542  0.313
H2 4.1634 -0.3642 1.4981  0.298
H3 3.6244 0.2955 -0.0604  0.466
H4 0.8890 -0.3039 2.9973  0.494
H5 2.5442 -0.9611 3.1378  0.335
H6 1.1328 -2.8350 2.8111  0.613
H7 1.8928 -2.5821 1.2516  0.314
H8 3.2396 1.8367 1.6665  0.407
H9 1.8575 1.6303 2.7459  0.400
H10 1.6586 2.2459 -0.2427  -0.324
H11 1.4361 3.4042 1.0954  0.734
C18 -0.4399 2.5244 -2.7798  -1.741
N4 -1.2837 1.6806 -1.9415  1.204
C19 -2.5403 2.0144 -1.9092  -0.285
C20 -3.4946 1.3569 -1.1130  -0.352
C21 -4.8423 1.7170 -0.9169  -1.180
C22 -5.3365 0.8661 0.0506  -1.316
C23 -4.2796 0.0249 0.4043  -0.654
N5 -3.1629 0.2900 -0.2865  1.548
C24 -0.5415 2.1936 -4.2511  0.509
C25 -0.6602 3.1954 -5.2061  -0.790
C26 -0.6918 2.8832 -6.5546  -0.622
C27 -0.6041 1.5636 -6.9640  -0.652
C28 -0.5137 0.5557 -6.0182  -0.978
C29 -0.4843 0.8702 -4.6723  0.551
H12 0.5981 2.3744 -2.4572  0.111
H13 -0.6889 3.5850 -2.6409  0.543
H14 -2.9051 2.8622 -2.5021  0.420
H15 -5.3590 2.5115 -1.4199  0.566
H16 -6.3258 0.8491 0.4617  0.485
H17 -4.3061 -0.7446 1.1577  0.271
H18 -0.7359 4.2265 -4.8927  0.435
H19 -0.7832 3.6708 -7.2880  0.403
H20 -0.6106 1.3187 -8.0145  0.415
H21 -0.4619 -0.4788 -6.3287  0.476
H22 -0.4395 0.0925 -3.9236  0.572
C30 2.7036 0.3833 -3.4068  -1.681
C31 1.8422 -0.5072 -2.5482  0.190
O1 1.2447 -0.0903 -1.5623  0.458
N6 1.7857 -1.7981 -2.9286  0.014
C32 0.9428 -2.7674 -2.2500  -0.641
C33 -0.4799 -2.7348 -2.7618  0.663
C34 -1.0214 -3.8088 -3.4551  -1.081
C35 -2.3447 -3.7445 -3.8603  -0.685
C36 -3.0652 -2.5944 -3.5837  -1.306
C37 -2.4304 -1.5504 -2.9286  0.176
N7 -1.1680 -1.6189 -2.5078  1.137
H23 3.1077 1.1897 -2.8008  0.262
H24 2.0765 0.8266 -4.1803  0.282
H25 3.5174 -0.1580 -3.8797  0.527
H26 2.2118 -2.0779 -3.7972  0.281
H27 0.9272 -2.5112 -1.1788  -0.562
H28 1.3733 -3.7599 -2.3857  0.673
H29 -0.4281 -4.6880 -3.6533  0.497
H30 -2.8037 -4.5735 -4.3771  0.447
H31 -4.1022 -2.5121 -3.8637  0.549
H32 -2.9557 -0.6253 -2.7195  0.209

Record 2
# C37H32Cl2MnN4O9

C37H32Cl2MnN4O9 as an isolated structure (wB97M-V/def2-TZVPD, OMol25).

HOMO (spin up / spin down) = -0.3008 / -0.3007 hartree
Electronic energy = -119639.9104 eV
Net charge = 0
Gap between HOMO and LUMO (spin up / spin down) = 7.75 / 7.78 eV
Multiplicity = 2

Last column: Mulliken charge in e.
Element x y z (Å)
Mn1 0.3783 0.6531 0.4321  0.239
C1 5.4518 1.0976 -1.1020  -0.382
O1 5.6301 -0.3102 -1.2459  -0.508
C2 4.7396 -1.1920 -0.7456  0.312
C3 4.9983 -2.5255 -1.0536  -0.528
C4 4.2001 -3.5518 -0.5780  -0.946
C5 3.1303 -3.2628 0.2463  -0.923
C6 2.8276 -1.9327 0.5425  0.433
C7 1.7761 -1.7237 1.5253  0.002
N1 1.0152 -0.7122 1.7853  0.662
N2 0.3147 -1.0160 2.9560  -1.275
C8 -0.4209 -0.1604 3.5217  0.661
O2 -0.6821 1.1129 3.0988  -0.358
C9 -1.0758 -0.4852 4.8090  0.361
C10 -1.7820 0.4879 5.5097  -0.256
C11 -2.3887 0.1727 6.7169  -0.811
C12 -2.3007 -1.1134 7.2252  -0.374
C13 -1.5991 -2.0876 6.5252  -0.726
C14 -0.9860 -1.7773 5.3251  -0.403
C15 3.6204 -0.8953 0.0377  0.794
O3 3.2529 0.3862 0.3229  -0.522
H1 4.5169 1.4234 -1.5555  0.018
H2 6.2980 1.5351 -1.6260  0.335
H3 5.4743 1.3919 -0.0531  0.251
H4 5.8559 -2.7298 -1.6813  0.473
H5 4.4287 -4.5758 -0.8400  0.400
H6 2.5102 -4.0499 0.6549  0.517
H7 1.6272 -2.5706 2.1876  0.507
H8 -1.8489 1.4918 5.1158  0.479
H9 -2.9306 0.9358 7.2599  0.401
H10 -2.7772 -1.3587 8.1655  0.397
H11 -1.5306 -3.0936 6.9177  0.397
H12 -0.4376 -2.5261 4.7717  0.422
O4 2.3361 1.0268 -1.6368  -0.511
C16 2.1129 0.7199 -0.5115  1.467
O5 -0.0605 2.4433 -0.6977  -0.513
C17 0.7468 3.0642 0.0283  0.338
C18 1.2312 4.4832 -0.0551  -0.821
C19 2.1661 4.5658 1.1575  -0.587
C20 2.1323 3.1686 1.7962  0.149
O6 2.7218 2.8294 2.7860  -0.644
N3 1.2814 2.3811 1.0338  -0.061
H13 0.3909 5.1769 -0.0196  0.313
H14 1.7381 4.6291 -1.0097  0.301
H15 1.8464 5.2947 1.9013  0.283
H16 3.1962 4.8004 0.8935  0.332
C21 -2.6253 0.4767 0.2065  -0.262
O7 -1.5509 0.2753 1.1625  -0.469
C22 -0.9850 1.3526 1.7770  1.600
C23 -1.6634 2.6889 1.7011  -1.808
H17 -3.4873 0.8785 0.7357  0.481
H18 -2.8474 -0.5061 -0.1938  -0.114
H19 -2.3003 1.1373 -0.5922  0.035
H20 -2.5668 2.6467 2.3148  0.562
H21 -1.9192 2.9697 0.6865  0.292
H22 -1.0026 3.4379 2.1329  0.394
Cl1 -3.3892 1.2876 -3.2705  -0.177
C24 -1.7498 1.0932 -3.8252  1.193
C25 -0.8741 2.1448 -3.6290  -0.850
C26 0.4172 2.0722 -4.1178  -0.295
C27 0.8188 0.9501 -4.8198  -0.730
C28 -0.0651 -0.0975 -4.9894  1.038
Cl2 0.4809 -1.5119 -5.8535  -0.235
C29 -1.3704 -0.0831 -4.4763  -1.294
N4 -2.2415 -1.1553 -4.6647  -0.104
C30 -2.9768 -1.7289 -3.5664  -0.538
C31 -4.3626 -1.7682 -3.6867  -0.352
C32 -5.1482 -2.3269 -2.6963  -0.557
C33 -4.5423 -2.8551 -1.5631  -0.637
C34 -3.1640 -2.8311 -1.4447  -0.680
C35 -2.3556 -2.2749 -2.4400  0.719
C36 -0.8499 -2.3589 -2.2823  -0.068
C37 -0.4123 -1.8420 -0.9189  0.055
O8 -0.4044 -2.5799 0.0534  -0.676
O9 -0.1131 -0.5714 -0.9276  -0.225
H23 -1.2150 3.0130 -3.0853  0.375
H24 1.1122 2.8808 -3.9432  0.315
H25 1.8211 0.8648 -5.2151  0.411
H26 -1.8535 -1.8542 -5.2814  0.407
H27 -4.8059 -1.3289 -4.5708  0.460
H28 -6.2248 -2.3467 -2.8042  0.400
H29 -5.1421 -3.2977 -0.7781  0.436
H30 -2.6845 -3.2622 -0.5736  0.490
H31 -0.3295 -1.8033 -3.0513  -0.274
H32 -0.5537 -3.4073 -2.3472  0.592

Record 3
# C37H32Cl2N5O4STi

C37H32Cl2N5O4STi as an isolated structure (wB97M-V/def2-TZVPD, OMol25).

HOMO (spin up / spin down) = -0.1114 / -0.1111 hartree
Electronic energy = -113531.9893 eV
Net charge = -1
Gap between HOMO and LUMO (spin up / spin down) = 5.30 / 5.26 eV

Last column: Mulliken charge in e.
Element x y z (Å)
Ti1 0.4825 0.1431 -0.5312  -0.256
C1 2.4181 -1.5895 3.7012  -0.903
C2 3.1873 -0.6190 2.8511  0.733
C3 4.2205 0.0837 3.4665  -0.956
C4 4.9399 1.0604 2.8071  -1.025
C5 4.6271 1.3468 1.4924  -1.005
C6 3.6137 0.6615 0.8390  1.284
C7 3.3420 0.9865 -0.5997  -1.315
C8 2.8840 -0.3384 1.5046  -0.960
N1 1.8565 -0.9670 0.7259  1.590
C9 1.9089 -2.3084 0.5399  -0.371
O1 2.6118 -3.1488 1.0996  -0.774
C10 1.0215 -2.7669 -0.6024  0.468
C11 0.7025 -4.0781 -0.9096  -0.684
C12 -0.0541 -4.3000 -2.0540  -0.387
C13 -0.4490 -3.2485 -2.8717  -0.604
C14 -0.0783 -1.9675 -2.4999  0.235
N2 0.6413 -1.7908 -1.4057  0.720
C15 -0.3717 -0.6873 -3.2721  -0.347
O2 -0.9420 -0.7898 -4.3586  -0.784
N3 0.0955 0.3913 -2.6344  1.116
C16 -0.0241 1.6518 -3.2853  -0.523
C17 1.1152 2.2914 -3.7853  1.504
C18 2.4555 1.6036 -3.8203  -1.957
C19 1.0023 3.5785 -4.3028  -0.748
C20 -0.2174 4.2270 -4.3434  -0.838
C21 -1.3517 3.5675 -3.8948  -0.959
C22 -1.2774 2.2805 -3.3804  1.427
C23 -2.5291 1.5635 -2.9633  -1.396
H1 2.9679 -1.7864 4.6223  0.514
H2 1.4617 -1.1560 4.0004  0.154
H3 2.2651 -2.5344 3.1869  0.072
H4 4.4453 -0.1392 4.5031  0.374
H5 5.7309 1.5981 3.3149  0.379
H6 5.1760 2.1123 0.9559  0.383
H7 4.1032 1.6724 -0.9735  0.565
H8 3.3632 0.1018 -1.2420  0.196
H9 2.3985 1.5178 -0.7842  0.522
H10 1.0400 -4.8797 -0.2697  0.637
H11 -0.3315 -5.3136 -2.3188  0.450
H12 -1.0247 -3.3957 -3.7744  0.558
H13 2.3858 0.5792 -3.4623  0.135
H14 2.8366 1.5807 -4.8436  0.521
H15 3.1895 2.1339 -3.2107  0.296
H16 1.8926 4.0728 -4.6774  0.423
H17 -0.2887 5.2367 -4.7288  0.404
H18 -2.3171 4.0591 -3.9371  0.379
H19 -2.8264 0.8550 -3.7390  0.321
H20 -2.3760 0.9962 -2.0473  0.014
H21 -3.3415 2.2717 -2.7957  0.417
Cl1 -4.5900 4.7936 1.8427  -0.278
C24 -3.1707 3.9167 1.3129  0.269
C25 -1.9683 4.6076 1.1980  -0.712
C26 -0.8518 3.9011 0.7731  0.734
Cl2 0.6652 4.7261 0.6114  -0.282
C27 -0.8815 2.5381 0.4659  -0.458
O3 0.2013 1.9070 0.0736  -0.272
C28 -2.1349 1.8518 0.5965  2.443
C29 -2.2569 0.4804 0.3127  -1.440
O4 -1.2753 -0.3103 -0.0624  0.165
C30 -3.2711 2.5830 1.0232  -1.791
H22 -1.9048 5.6596 1.4308  0.458
H23 -3.2485 0.0293 0.3658  0.039
H24 -4.2229 2.0755 1.1212  0.385
N4 -2.6826 -0.3520 3.9269  -0.364
C31 -1.4328 -0.2582 3.4125  0.395
S1 -0.4507 1.0546 3.7483  -0.380
N5 -0.9976 -1.2966 2.6684  0.492
C32 -1.6659 -2.4810 2.2885  0.299
C33 -0.9601 -3.6794 2.3759  -0.073
C34 -1.5365 -4.8652 1.9505  -0.680
C35 -2.8285 -4.8763 1.4452  -0.570
C36 -3.5328 -3.6841 1.3528  -1.177
C37 -2.9547 -2.4910 1.7580  0.211
H25 -3.0471 0.4841 4.3473  0.266
H26 -3.3268 -1.0505 3.5985  0.246
H27 -0.0475 -1.1939 2.3364  -0.812
H28 0.0493 -3.6685 2.7615  0.396
H29 -0.9694 -5.7856 2.0160  0.433
H30 -3.2787 -5.8036 1.1143  0.389
H31 -4.5313 -3.6750 0.9341  0.387
H32 -3.4778 -1.5573 1.6083  0.280

Record 4
# C37H32N5O2SY

C37H32N5O2SY as an isolated structure (wB97M-V/def2-TZVPD, OMol25).

HOMO = -0.4775 hartree
Electronic energy = -62301.8765 eV
Net charge = +2
Gap between HOMO and LUMO = 6.59 eV

Last column: Mulliken charge in e.
Element x y z (Å)
Y1 0.1678 -0.4170 0.2785  1.014
C1 4.9646 0.0481 -0.3364  -0.897
O1 4.3709 1.2939 0.0600  -0.344
C2 3.0756 1.0605 0.0715  -0.021
N1 2.6783 -0.1427 0.0324  1.038
C3 3.9253 -1.0391 0.0694  0.132
C4 4.0249 -2.2102 -0.8804  0.158
C5 5.2128 -2.5392 -1.5060  -0.813
C6 5.3935 -3.6764 -2.2669  -0.753
C7 4.3269 -4.5508 -2.4264  -0.630
C8 3.1506 -4.2688 -1.7382  -0.841
C9 2.9776 -3.0934 -1.0183  0.493
C10 2.2154 2.1994 0.2664  0.109
C11 2.6728 3.5324 0.2111  -1.173
C12 1.7302 4.5381 0.3354  -0.623
C13 0.3726 4.2064 0.4710  -0.960
C14 0.0200 2.8770 0.5004  0.122
N2 0.9315 1.8914 0.4559  0.795
C15 -1.3221 2.4117 0.7566  -0.023
N3 -1.6441 1.1602 0.9045  1.087
C16 -3.0494 1.2120 1.4399  0.170
C17 -3.5188 2.5769 1.1022  -0.678
O2 -2.2454 3.3490 0.8635  -0.437
C18 -3.9138 0.0681 1.0289  0.393
C19 -5.2128 0.2688 0.5593  -0.798
C20 -6.0400 -0.8604 0.3598  -0.720
C21 -5.5864 -2.1039 0.6985  -0.590
C22 -4.3129 -2.3271 1.1839  -1.302
C23 -3.4809 -1.2239 1.3057  0.031
H1 5.9399 -0.0633 0.1659  0.331
H2 5.0999 0.0744 -1.4291  0.502
H3 3.9833 -1.4865 1.0175  0.474
H4 6.0834 -1.9262 -1.3878  0.409
H5 6.4091 -3.8495 -2.6173  0.396
H6 4.3835 -5.4408 -3.0236  0.449
H7 2.3012 -4.9578 -1.8211  0.402
H8 2.0012 -3.0341 -0.5076  0.261
H9 3.7369 3.7423 0.0663  0.587
H10 2.0078 5.5968 0.3340  0.469
H11 -0.3368 5.0137 0.4978  0.597
H12 -2.8772 1.0737 2.5339  0.462
H13 -3.9818 3.1378 1.9165  0.231
H14 -4.0360 2.6298 0.1481  0.469
H15 -5.6275 1.2214 0.2779  0.408
H16 -7.0525 -0.6536 0.0134  0.466
H17 -6.2952 -2.9078 0.6455  0.452
H18 -4.0066 -3.2977 1.5114  0.540
H19 -2.4946 -1.3855 1.7471  0.181
C24 0.6114 -1.8054 2.0674  -1.292
C25 0.4655 -0.6272 2.9440  0.342
C26 -0.7762 -0.3444 3.5634  -0.445
C27 -0.8743 0.7745 4.3432  -0.604
C28 0.2079 1.6463 4.5087  -0.757
C29 1.4160 1.4208 3.8975  -0.893
C30 1.5390 0.2534 3.1446  -0.019
H20 -0.0057 -2.6384 2.4329  0.493
H21 1.6667 -2.1447 1.9781  0.568
H22 -1.6004 -1.0686 3.5165  0.650
H23 -1.7444 0.9151 4.9639  0.526
H24 0.1190 2.4120 5.2664  0.465
H25 2.2430 2.1364 4.0040  0.496
H26 2.4787 0.0263 2.6303  0.475
N4 2.0447 -0.6130 -3.0450  -0.138
C31 0.7365 -0.2706 -3.1618  0.481
N5 -0.1601 -0.4409 -2.2086  -0.349
C32 -1.4321 -0.0838 -2.7237  -0.742
C33 -2.6479 -0.2724 -2.0675  0.466
C34 -3.8365 0.1249 -2.6394  -0.655
C35 -3.8387 0.7554 -3.9149  -0.757
C36 -2.6423 0.9989 -4.5736  -0.614
C37 -1.4713 0.5449 -3.9718  0.678
S1 0.1789 0.5176 -4.6169  -0.250
H27 2.3109 -1.2846 -2.3423  -0.081
H28 2.7016 -0.4490 -3.8278  0.278
H29 -2.7015 -0.8133 -1.0962  0.300
H30 -4.7535 0.0436 -2.0827  0.468
H31 -4.7787 1.0011 -4.3570  0.452
H32 -2.5788 1.5570 -5.5030  0.434